(1)
The following is a DFT calculation (ωB97M-V/def2-TZVPD) of C34H40Br2N6OS2Te4Ti as an isolated structure in a non-equilibrium geometry.

Geometry as XYZ:
```
90
C34H40Br2N6OS2Te4Ti (ωB97M-V/def2-TZVPD)
Ti -0.10990 -1.57445 0.19809
N -0.62651 -1.73129 5.50483
C -0.95272 -0.43388 6.24728
C -2.19730 0.19190 5.61994
C -1.97797 0.63120 4.17412
N -1.90915 -0.58007 3.33483
C -0.72491 1.50129 4.04600
C 0.53491 0.91766 4.68850
N 0.98261 -0.28937 3.95669
C 0.25873 0.50915 6.14238
H -1.45891 -2.21659 5.18400
H -0.07338 -2.36836 6.06987
H -0.05346 -1.43636 4.64927
H -1.15546 -0.66715 7.29032
H -2.49745 1.05691 6.21998
H -3.02206 -0.52983 5.65272
H -2.82582 1.25461 3.88220
H -1.52031 -0.36288 2.43457
H -2.85033 -0.89509 3.15507
H -0.93904 2.46493 4.51720
H -0.52462 1.69699 2.98844
H 1.30530 1.68892 4.67349
H 1.93292 -0.53412 4.21846
H 0.98936 -0.13587 2.95527
H 0.06837 1.39550 6.74848
H 1.15100 0.01491 6.54785
S -1.73106 0.01571 -0.05759
C -0.82168 1.08953 -1.11827
N -1.50167 1.96146 -1.95377
C -0.71426 2.89945 -2.73103
C 0.52120 2.21276 -3.26152
N 1.27826 1.65824 -2.15859
C 2.72602 1.63039 -2.30580
C 3.34859 3.00096 -2.12573
C 2.98241 3.79378 -1.04097
C 3.57061 5.03701 -0.84673
C 4.54098 5.49747 -1.73332
C 4.90859 4.71370 -2.81747
C 4.31158 3.46938 -3.01241
C 0.55933 0.98686 -1.16742
S 1.43104 0.16351 0.12135
C -2.95360 2.09687 -2.01944
C -3.49143 1.64918 -3.36291
C -3.37946 0.30870 -3.73346
C -3.80797 -0.11744 -4.98296
C -4.37418 0.79468 -5.87316
C -4.50518 2.12516 -5.50509
C -4.06398 2.55002 -4.25255
H -0.41110 3.75344 -2.11730
H -1.32498 3.26398 -3.55750
H 1.14914 2.94199 -3.77668
H 0.22661 1.43505 -3.97605
H 2.98702 1.22357 -3.28698
H 3.12830 0.96039 -1.55778
H 2.23262 3.43215 -0.34164
H 3.27469 5.64676 -0.00073
H 5.01054 6.46225 -1.57335
H 5.65735 5.06887 -3.51656
H 4.60317 2.85635 -3.86191
H -3.21976 3.13978 -1.83546
H -3.38883 1.49792 -1.23347
H -2.96634 -0.40276 -3.02318
H -3.71028 -1.16097 -5.26513
H -4.72756 0.46136 -6.84342
H -4.94958 2.83843 -6.19177
H -4.17910 3.59153 -3.96040
C -0.83163 -2.57436 -2.94083
C 0.28776 -3.27893 -2.26736
C 1.13781 -4.17538 -2.93480
C 2.13972 -4.79885 -2.26771
C 2.36347 -4.52719 -0.90615
C 3.36342 -5.13097 -0.10899
Br 4.53020 -6.40176 -0.86296
C 3.47792 -4.84124 1.20623
C 2.61416 -3.89957 1.80913
Br 2.73425 -3.61754 3.66235
C 1.66154 -3.23257 1.08583
O 0.81265 -2.31023 1.62994
C 1.51236 -3.59245 -0.29140
N 0.46503 -3.01360 -0.98611
H -0.93169 -2.89351 -3.97693
H -0.66308 -1.50067 -2.92396
H -1.76491 -2.78509 -2.42419
H 0.97375 -4.36764 -3.98724
H 2.78146 -5.50648 -2.78419
H 4.22243 -5.34296 1.80871
Te -0.94422 -3.91887 2.70078
Te -3.06147 -5.25967 3.97208
Te -4.48303 -4.29085 1.90349
Te -2.42779 -2.85580 0.64258
```

HOMO energy (alpha / beta): -8.334 / -8.444 eV
lowest unoccupied orbital energy (alpha / beta): -0.1390 / -0.1374 Eh
multiplicity: 2
charge: +1

=====

(2)
The following is a DFT calculation (ωB97M-V/def2-TZVPD) of C34H40Cl27IN3O5P as an isolated structure in a non-equilibrium geometry.

Geometry as XYZ:
```
111
C34H40Cl27IN3O5P (ωB97M-V/def2-TZVPD)
C -4.94273 -0.01967 3.08094
C -5.24904 0.16236 1.44830
O -5.83900 -1.05805 0.86834
P -4.57339 -2.05243 0.12134
O -3.44863 -2.21180 1.22385
C -3.94784 -0.99243 -1.38491
C -3.30962 -1.90244 -2.59208
C -1.82183 -1.37399 -3.10913
C -0.76370 -1.20534 -1.83818
C -0.78997 -2.25543 -0.59480
N 0.09622 -2.23980 0.61985
C 1.00099 -1.04411 0.52728
C 2.06673 -0.82074 1.79225
C 2.07501 -1.92258 3.04783
O 3.44201 -2.31564 3.44130
C 4.03912 -3.26617 2.48321
C 3.43816 -4.75697 2.10736
C 4.16739 -5.81644 1.04425
C 5.57949 -5.33822 0.32128
C 6.22292 -3.84069 0.67105
C 5.47197 -2.81048 1.75076
C 3.13758 0.41571 1.90386
C 3.18922 1.49462 0.65339
I 4.69077 3.10059 0.81924
C 2.15855 1.29985 -0.63896
C 2.21629 2.32496 -1.91675
C 1.99528 3.90760 -1.55209
C 1.06370 4.19654 -0.23459
N -0.18225 3.43859 0.17015
O 1.43555 5.25246 0.54107
C 1.07325 0.03553 -0.68638
N 0.19740 -0.05272 -1.90364
O -5.14846 -3.59681 -0.44295
C -4.83004 -4.68994 0.48910
C -3.31917 -5.31279 0.33718
H -4.82708 1.03336 3.59214
H -3.90994 -0.58826 3.23131
H -5.81126 -0.66783 3.55540
H -5.96640 1.10833 1.36945
H -4.21778 0.47475 0.97501
H -4.88295 -0.38681 -1.77569
H -3.20802 -0.19836 -0.92402
H -4.11031 -1.93931 -3.45523
H -3.17112 -3.00450 -2.16497
H -1.43103 -2.16472 -3.89216
H -2.03334 -0.32003 -3.62859
H -1.58394 -3.14440 -0.66191
H 1.54605 -1.41225 3.97067
H 1.46617 -2.89177 2.79707
H 2.42853 -5.14515 2.60669
H 3.64255 -6.86391 0.84437
H 6.13809 -6.07850 -0.42662
H 7.25115 -3.57142 0.13274
H 5.99621 -1.76459 1.98827
H 3.87036 0.52907 2.83453
H 3.31890 2.23314 -2.36507
H 1.49243 2.06629 -2.79898
H 3.08174 4.38660 -1.45750
H 1.52389 4.42565 -2.51870
H 0.08936 2.95611 1.07861
H -0.87857 4.16496 0.46567
H -5.09249 -4.39655 1.61092
H -5.58037 -5.58116 0.22860
H -2.46692 -4.58993 0.71098
H -3.04791 -5.59626 -0.78232
H -3.22079 -6.29511 1.00727
C 7.78836 2.19499 3.32171
Cl 7.66019 2.69160 5.01771
Cl 9.44724 1.70198 2.94143
Cl 6.65284 0.88090 2.97076
H 7.53043 3.05033 2.69202
C -9.21212 -5.31350 -0.09141
Cl -8.50522 -6.63468 -1.03704
Cl -10.01995 -5.94545 1.35344
Cl -7.96789 -4.13442 0.35700
H -9.95834 -4.80827 -0.70992
C -7.92125 1.27750 -2.53294
Cl -7.21435 -0.04369 -3.47857
Cl -8.72908 0.64555 -1.08809
Cl -6.67702 2.45658 -2.08453
H -8.66747 1.78272 -3.15145
C 3.10881 7.58105 -3.34689
Cl 4.44796 6.65410 -4.04468
Cl 1.89100 7.94115 -4.58253
Cl 2.38031 6.69914 -1.99377
H 3.50511 8.52664 -2.96813
C 7.65271 5.01034 -5.73234
Cl 8.99186 4.08339 -6.43012
Cl 6.43489 5.37045 -6.96798
Cl 6.92421 4.12844 -4.37921
H 8.04900 5.95593 -5.35358
C -13.43359 -7.85634 1.59596
Cl -14.32704 -7.43719 0.12439
Cl -14.50149 -7.80232 3.00885
Cl -12.69105 -9.45732 1.43818
H -12.63810 -7.12022 1.73726
C 2.62590 5.61502 3.62417
Cl 2.42145 7.36883 3.77192
Cl 4.31253 5.21389 3.25817
Cl 2.10036 4.80031 5.10722
H 2.00152 5.26390 2.79863
C -1.49284 4.27634 -3.35997
Cl -1.40326 2.97549 -4.55965
Cl -0.50034 5.65550 -3.86239
Cl -3.17383 4.77769 -3.11031
H -1.10194 3.89800 -2.41197
C 13.33862 3.26086 2.69339
Cl 13.29786 4.46221 1.39164
Cl 14.56747 2.02766 2.36370
Cl 13.64557 4.04368 4.25299
H 12.36281 2.77069 2.74027
```

HOMO energy: -8.276 eV
lowest unoccupied orbital energy: -0.0508 Eh

=====

(3)
The following is a DFT calculation (ωB97M-V/def2-TZVPD) of C34H40ClI2N2O2PTa as an isolated structure in a non-equilibrium geometry.

Geometry as XYZ:
```
83
C34H40ClI2N2O2PTa (ωB97M-V/def2-TZVPD)
Ta 0.12133 0.34570 -1.47219
C 3.16484 0.08585 -0.18234
N 2.45434 0.61441 -1.38427
C 3.00288 -0.14589 -2.56207
C 2.85102 2.03931 -1.56484
C 2.00139 2.64103 -2.65138
N 0.56292 2.55375 -2.25022
C 0.35867 3.48566 -1.08805
C -0.21911 3.13888 -3.38413
H 4.24146 0.17989 -0.33919
H 2.91811 -0.96177 -0.04737
H 2.88488 0.64704 0.70256
H 3.99968 0.22796 -2.79880
H 2.37604 -0.03035 -3.44424
H 3.07474 -1.19776 -2.31588
H 3.91446 2.09674 -1.80253
H 2.70461 2.57182 -0.62811
H 2.12252 2.12034 -3.60182
H 2.26545 3.68710 -2.81997
H 0.97333 4.37515 -1.23576
H 0.63160 3.01678 -0.14629
H -0.68056 3.79133 -1.03009
H 0.00690 4.20475 -3.44564
H -1.28849 3.02093 -3.22325
H 0.06425 2.67160 -4.32087
Cl -2.60732 -6.46828 -2.92682
C -2.20176 -4.83282 -2.63422
C -3.14496 -3.82518 -2.91390
C -2.86773 -2.49459 -2.67664
C -1.62579 -2.14213 -2.15714
O -1.35738 -0.86269 -1.87473
C -0.66594 -3.13697 -1.89510
C 0.60822 -2.75148 -1.43579
O 0.98728 -1.53998 -1.31385
C -0.97136 -4.49311 -2.12972
H -4.10817 -4.11309 -3.31562
H -3.60739 -1.73056 -2.87816
H 1.36978 -3.50692 -1.24417
H -0.23348 -5.25667 -1.91637
C 1.68133 2.54498 2.14764
C 1.79250 1.28415 2.95780
C 2.57093 1.32091 4.10866
C 2.67912 0.22923 4.95615
C 1.97354 -0.92575 4.66786
C 1.20287 -0.99297 3.51934
C 1.12274 0.08735 2.63201
P -0.07660 0.01326 1.24360
C -0.69068 -1.71635 1.23431
C 0.32325 -2.69162 1.22765
C 0.03850 -4.04257 1.30595
C -1.28758 -4.45045 1.35016
C -2.29386 -3.50321 1.31836
C -2.03414 -2.12642 1.27949
C -3.21741 -1.20074 1.32977
C -1.28727 1.24643 1.72025
C -1.56930 1.55236 3.05241
C -2.45426 2.57836 3.33145
C -3.03620 3.29781 2.29023
C -2.75684 2.98386 0.96793
C -1.87708 1.94693 0.67519
C -1.66295 1.42801 -0.70973
H 2.21847 3.35904 2.62975
H 0.64332 2.86102 2.02663
H 2.12965 2.41413 1.16127
H 3.08955 2.23861 4.35509
H 3.29039 0.29303 5.84613
H 2.00821 -1.77455 5.33690
H 0.63583 -1.89444 3.35414
H 1.36250 -2.38396 1.21265
H 0.84238 -4.76657 1.34732
H -1.53656 -5.50107 1.42327
H -3.32607 -3.82696 1.36746
H -4.14052 -1.77449 1.28746
H -3.22648 -0.49977 0.49826
H -3.23607 -0.61712 2.24971
H -1.09363 1.00789 3.85864
H -2.68501 2.82801 4.35796
H -3.71938 4.10625 2.51428
H -3.23962 3.53391 0.16883
H -1.73046 2.20691 -1.47853
H -2.49635 0.76516 -0.93117
I -0.39773 -0.18833 -4.55441
I 1.38575 0.72400 -6.28921
```

HOMO energy: -16.512 eV
lowest unoccupied orbital energy: -0.3693 Eh
charge: +3

=====

(4)
The following is a DFT calculation (ωB97M-V/def2-TZVPD) of C34H40F4IN3OPSTeTi as an isolated structure.

Geometry as XYZ:
```
87
C34H40F4IN3OPSTeTi (ωB97M-V/def2-TZVPD)
Ti 0.93921 -0.07882 0.18565
C -1.16561 2.50805 4.57293
N -1.37978 2.16260 3.18541
C -2.71833 2.53168 2.77378
C -1.16383 0.74541 2.92670
C 0.25924 0.24885 3.13822
N 1.19839 0.74014 2.13001
C 2.34328 1.34543 2.44105
C 3.27084 1.56785 1.38614
F 2.88750 1.17987 0.12109
C 4.48500 2.18764 1.51092
F 5.24487 2.34776 0.41122
C 4.94480 2.63058 2.73945
C 4.08984 2.40798 3.80114
F 4.46674 2.80280 5.03497
C 2.85853 1.79471 3.68701
F 2.14671 1.66475 4.83449
H -1.83920 1.94627 5.24878
H -0.14062 2.31318 4.87816
H -1.36045 3.57214 4.72099
H -3.49576 2.02398 3.37590
H -2.86418 3.60936 2.87938
H -2.87312 2.25885 1.72913
H -1.83527 0.14189 3.56928
H -1.45214 0.54453 1.88954
H 0.59182 0.44162 4.15488
H 0.21970 -0.84279 3.03492
H 5.90562 3.10310 2.86396
I 1.67618 -0.70051 -2.59349
C 0.10705 0.55018 -3.19836
C -0.33111 0.43819 -4.48462
C -1.35223 1.29732 -4.95101
C -1.85259 2.26289 -4.13025
C -1.38713 2.39947 -2.79674
C -1.87233 3.43588 -1.96322
C -1.41572 3.55297 -0.68440
C -0.51185 2.60035 -0.15615
C -0.02059 1.55261 -0.90267
C -0.42269 1.49986 -2.27430
H 0.09743 -0.29438 -5.15573
H -1.71172 1.19283 -5.96694
H -2.61615 2.94498 -4.48790
H -2.60101 4.12915 -2.36934
H -1.77879 4.35619 -0.05166
H -0.23189 2.69011 0.88959
C -5.37556 1.36467 -2.13156
C -5.28020 0.36794 -0.98093
P -3.51765 0.05694 -0.51401
C -2.91453 -0.86438 -2.00483
C -3.84586 -1.76225 -2.81418
C -3.73195 -1.19521 0.82533
C -4.30369 -2.57110 0.50380
H -6.40893 1.62843 -2.36826
H -4.92118 0.96823 -3.04364
H -4.83867 2.28298 -1.88402
H -5.81012 -0.55646 -1.22421
H -5.76710 0.78364 -0.09266
H -2.03755 -1.41874 -1.65795
H -2.51380 -0.08795 -2.66298
H -4.12564 -2.66766 -2.27962
H -3.35454 -2.07354 -3.74010
H -4.76975 -1.25694 -3.10532
H -4.35737 -0.68387 1.56665
H -2.75043 -1.31868 1.28840
H -5.26114 -2.51635 -0.01833
H -4.46033 -3.14925 1.41817
H -3.61260 -3.14126 -0.11709
C 4.90875 -1.39678 0.06248
Te 3.17509 -1.96957 1.20330
C 3.05824 -3.54604 -0.21157
C 4.42517 -3.67709 -0.83122
C 4.80055 -4.81978 -1.53235
C 6.06901 -4.93033 -2.08066
C 6.97868 -3.89378 -1.92997
C 6.61057 -2.75172 -1.23624
C 5.33785 -2.63018 -0.68590
H 5.69681 -1.01343 0.70900
H 4.62716 -0.59994 -0.62962
H 2.29357 -3.29252 -0.94885
H 2.73072 -4.44348 0.30503
H 4.08915 -5.63063 -1.63685
H 6.34792 -5.82747 -2.61946
H 7.97373 -3.97840 -2.34892
H 7.31926 -1.94085 -1.11344
O 0.77905 -3.22619 1.73769
S -0.31561 -2.94322 0.72149
N -0.28579 -1.48528 0.15544
```

HOMO energy (alpha / beta): -3.419 / -4.909 eV
lowest unoccupied orbital energy (alpha / beta): 0.0837 / 0.0835 Eh
multiplicity: 3
charge: -1

=====

(5)
The following is a DFT calculation (ωB97M-V/def2-TZVPD) of C34H40GaN8O3Si as an isolated structure.

Geometry as XYZ:
```
87
C34H40GaN8O3Si (ωB97M-V/def2-TZVPD)
Ga -0.17642 0.97353 0.20879
O 4.04790 -0.05241 1.00000
C 4.54026 0.52803 -0.11660
C 5.90542 0.36957 -0.35454
C 6.47956 0.91386 -1.48228
C 5.71234 1.63428 -2.40047
C 4.36856 1.79817 -2.16865
C 3.75613 1.24887 -1.03106
C 2.32520 1.43759 -0.83005
O 1.75260 0.84673 0.18414
N 1.64856 2.20175 -1.66788
N 0.36461 2.28866 -1.23252
C -0.42775 3.17765 -1.69072
C -1.71940 3.32267 -1.00779
C -2.65839 4.28214 -1.33994
C -3.79027 4.38719 -0.54149
C -3.93662 3.54257 0.54597
C -2.94827 2.59980 0.79837
N -1.87111 2.49706 0.03373
H 3.09283 0.13104 1.04010
H 6.48680 -0.18890 0.36461
H 7.53880 0.77818 -1.65565
H 6.17049 2.05920 -3.28087
H 3.75225 2.35364 -2.86067
H -0.11075 3.84725 -2.48348
H -2.50298 4.93126 -2.19017
H -4.54375 5.13008 -0.76335
H -4.79756 3.60743 1.19464
H -3.01422 1.90575 1.62811
C -1.39861 1.90405 4.41684
Si 0.00852 1.24742 3.37001
C 1.09334 0.05338 4.32179
C 1.01590 2.68640 2.72745
N -0.67507 0.49390 1.93591
C -1.62864 -0.51897 1.96137
C -1.98677 -1.25028 3.09823
C -2.92400 -2.26944 3.02703
C -3.52487 -2.60606 1.82275
C -3.18213 -1.91189 0.67027
C -2.26699 -0.88742 0.76902
O -1.79065 -0.18098 -0.35559
C -2.56507 0.04400 -1.50064
C -1.87523 0.14819 -2.69400
C -2.57934 0.47847 -3.84386
C -3.94840 0.69339 -3.78568
C -4.61628 0.58487 -2.57350
C -3.92723 0.26613 -1.41178
H -1.08841 2.03653 5.45366
H -2.26144 1.23745 4.41756
H -1.72687 2.87744 4.04725
H 2.12005 0.42098 4.36683
H 1.11896 -0.93214 3.85415
H 0.74894 -0.07705 5.34788
H 1.28113 3.33994 3.56027
H 0.45937 3.30266 2.01368
H 1.94624 2.36424 2.25946
H -1.50790 -1.03030 4.04183
H -3.17823 -2.81462 3.92447
H -4.24508 -3.40876 1.77036
H -3.62100 -2.17003 -0.28368
H -0.80685 -0.02777 -2.71661
H -2.05413 0.55995 -4.78545
H -4.49606 0.94068 -4.68386
H -5.68307 0.75415 -2.52549
H -4.43818 0.18914 -0.46271
C -0.21231 -2.70515 -1.44488
N 0.71348 -1.74552 -0.79370
C 1.03434 -2.29958 0.54775
N 1.61462 -3.63052 0.48319
C 0.65391 -4.51345 -0.18070
N 0.33337 -4.05029 -1.53361
C 1.57776 -3.99078 -2.30278
N 2.55249 -3.09147 -1.68691
C 1.96549 -1.76519 -1.58899
C 2.83105 -3.56936 -0.33020
H -0.42929 -2.35251 -2.45585
H -1.13976 -2.73895 -0.87601
H 0.11274 -2.35054 1.13059
H 1.73449 -1.62559 1.04603
H -0.26372 -4.54899 0.41206
H 1.07263 -5.51923 -0.24091
H 1.35717 -3.64194 -3.31404
H 2.00545 -4.99276 -2.36452
H 1.73822 -1.40008 -2.59566
H 2.69066 -1.09821 -1.12609
H 3.54510 -2.89454 0.14744
H 3.27134 -4.56571 -0.38771
```

HOMO energy: -10.674 eV
lowest unoccupied orbital energy: -0.1468 Eh
charge: +1